Here is a 8-piece molecular cluster, C66H91N8 overall at a distorted geometry from the Open Molecules 2025 dataset. Energies are from ωB97M-V/def2-TZVPD.

Its calculated total energy is -3007.17828 a.u. The value obtained for the HOMO energy is -10.681 eV.

```
! RIJCOSX wB97M-V def2-TZVPD def2/J DEFGRID3
* xyz 1 1
H -1.482 -2.794 -2.180
H -5.032 1.558 -1.550
H 1.620 5.909 -2.616
C 3.499 -4.226 5.676
C -4.155 3.477 -2.055
C 2.034 6.770 3.877
H -0.392 0.084 -1.346
H -2.327 -9.066 -1.936
H -1.130 1.469 3.326
C -1.639 5.444 -2.908
H -1.706 -4.004 -0.330
H -2.139 -1.173 -2.166
H 2.861 -0.494 11.622
H -1.591 -1.807 -5.756
C -0.984 3.966 0.534
C -6.440 -5.186 -5.608
C -2.897 -4.345 1.513
H -0.897 1.707 -1.762
H 1.986 1.614 -0.971
C 1.898 0.319 -2.665
C -5.445 4.029 -2.687
C 1.814 4.582 5.463
H 1.235 4.854 -0.512
N -1.030 -0.450 4.030
H 1.191 2.081 3.990
H -2.709 -1.476 -0.109
H 7.191 -0.768 5.150
H 1.156 2.307 -2.404
H -3.403 4.288 -0.204
C 1.876 5.487 3.378
H 6.008 -5.266 3.032
C 0.400 5.007 -1.177
H 3.966 1.694 11.152
C 3.351 1.679 9.093
C -4.949 -6.754 -4.603
H 0.055 -6.843 -4.728
C -0.149 -1.627 -4.133
C 1.965 5.823 6.065
C -6.217 -6.441 -5.066
H -1.827 2.948 -3.855
C -2.009 3.295 -4.873
C -2.380 -2.214 -2.425
C 1.003 -0.851 -4.817
C 0.624 5.593 -2.353
H 0.093 -2.695 -4.201
H -1.359 1.239 0.558
H -1.312 -8.866 -4.208
H -2.752 4.960 -5.969
H -5.500 2.863 -0.504
C 1.270 1.417 -1.773
C -2.189 -3.451 0.482
H -0.690 7.213 -4.816
H -4.477 -2.305 -1.893
C -0.881 4.632 -0.817
H 0.144 3.325 -4.883
C -0.653 3.414 -5.628
C 7.620 -2.386 3.804
C -1.539 -1.463 -4.717
H 2.332 0.779 -4.715
C -0.004 6.455 -4.446
H 4.041 -3.829 2.510
H 4.659 -5.334 7.105
C 1.144 6.213 -5.137
C -0.243 -6.012 -2.769
H -3.580 -1.976 -4.187
C 1.578 0.132 4.825
H -7.415 -4.903 -5.980
H -0.590 4.356 -6.163
H 0.702 -0.643 -5.849
H -1.416 -2.867 0.991
C 0.097 2.853 0.708
C -3.369 4.546 -1.254
N -0.374 5.803 -3.222
C -0.139 1.137 -1.204
C 1.033 -1.121 5.057
H 1.376 5.288 -5.653
H 0.309 0.738 0.869
H 1.840 -1.552 -4.880
H -1.814 -0.398 -4.751
H 0.712 1.239 -4.272
N 1.768 4.402 4.143
C 5.483 -5.412 5.116
N -0.779 -6.103 -1.552
C -0.269 -1.360 4.638
C 8.866 -1.938 1.956
H 2.984 0.379 -2.570
H -5.506 -3.304 -6.083
C 2.153 -0.698 9.603
H 9.550 0.078 1.666
H 1.840 7.046 -5.232
C -1.728 -8.207 -2.205
H -3.562 2.919 -2.776
C -0.314 1.428 0.292
C 4.560 -5.025 6.074
C -0.403 -6.971 -3.757
H -0.758 4.716 1.301
C 7.681 -1.070 4.234
H -4.112 -2.333 0.523
C 3.435 1.160 10.376
C 2.820 -0.055 10.633
H -2.522 6.605 -4.480
H 1.038 3.131 0.234
H 1.625 -0.560 7.520
H -0.528 2.551 -6.279
H -2.207 -5.013 2.029
H 2.591 0.359 5.133
C -2.925 4.536 -4.977
H 2.751 -3.902 6.393
C -1.955 4.880 -1.689
H -3.951 4.179 -4.996
H 2.198 7.923 5.683
C 4.214 -4.188 3.519
H 2.120 7.615 3.207
C -5.378 -4.297 -5.664
H 1.645 -0.684 -2.307
H -1.948 3.521 0.755
H -6.015 3.223 -3.151
H -0.734 -2.327 4.795
C 1.461 0.449 -4.138
H -3.679 -4.903 0.990
H 1.993 5.910 7.142
H -1.934 -7.233 -0.294
C -3.958 -5.790 -4.703
H -2.451 -3.359 -4.246
C 8.383 -0.160 3.462
N 2.715 1.076 8.089
H -3.626 5.883 -3.372
H -2.951 -5.990 -4.350
C -1.508 -7.187 -1.291
C -4.641 2.427 -1.024
C 5.309 -4.986 3.810
H 0.346 -5.119 -2.953
H -2.544 2.482 -5.371
H -3.386 -3.695 2.239
H 8.456 0.878 3.763
H -3.936 5.482 -1.337
N -4.152 -4.578 -5.224
H -3.871 2.174 -0.299
H 6.327 -6.035 5.384
C 2.132 -0.093 8.356
H -7.019 -7.166 -5.005
C 0.804 1.089 4.191
H 3.815 2.629 8.848
N 8.196 -2.828 2.687
H -3.557 -3.850 -1.643
H 7.087 -3.135 4.377
C -2.712 5.683 -3.927
H -4.732 -7.722 -4.173
C 8.991 -0.600 2.297
H 9.323 -2.326 1.052
N 3.314 -3.806 4.425
C -0.486 0.748 3.821
H -6.025 4.492 -1.887
C -2.570 -2.324 -3.950
H 0.299 2.814 1.783
H 1.834 5.309 2.307
H 1.604 -1.897 5.547
C -3.531 -2.758 -1.585
C -1.163 -8.093 -3.465
H -5.262 4.763 -3.471
H 1.660 -1.647 9.762
H -0.122 -1.387 -3.072
H 1.725 3.680 6.061
C -3.217 -2.443 -0.093
C 2.077 6.938 5.252
*
```

Löwdin atomic charge list, values in e, 99 entries: number 1, H, carries 0.101; number 2, H, carries 0.085; number 3, H, carries 0.144; number 4, C, carries -0.162; number 5, C, carries -0.381; number 6, C, carries -0.073; number 7, H, carries 0.090; number 8, H, carries 0.103; number 9, H, carries 0.094; number 10, C, carries -0.120; number 11, H, carries 0.069; number 12, H, carries 0.096; number 13, H, carries 0.107; number 14, H, carries 0.112; number 15, C, carries -0.089; number 16, C, carries -0.070; number 17, C, carries -0.113; number 18, H, carries 0.099; number 19, H, carries 0.108; number 20, C, carries -0.185; number 21, C, carries -0.072; number 22, C, carries -0.136; number 23, H, carries 0.128; number 24, N, carries 0.057; number 25, H, carries 0.061; number 26, H, carries 0.081; number 27, H, carries 0.102; number 28, H, carries 0.089; number 29, H, carries 0.099; number 30, C, carries -0.163; number 31, H, carries 0.106; number 32, C, carries 0.007; number 33, H, carries 0.102; number 34, C, carries -0.159; number 35, C, carries -0.064; number 36, H, carries 0.105; number 37, C, carries -0.219; number 38, C, carries -0.059; number 39, C, carries -0.077; number 40, H, carries 0.077; number 41, C, carries -0.231; number 42, C, carries -0.231; number 43, C, carries -0.190; number 44, C, carries -0.006; number 45, H, carries 0.111; number 46, H, carries 0.106; number 47, H, carries 0.109; number 48, H, carries 0.112; number 49, H, carries 0.087; number 50, C, carries -0.189; number 51, C, carries -0.257; number 52, H, carries 0.124; number 53, H, carries 0.107; number 54, C, carries -0.091; number 55, H, carries 0.050; number 56, C, carries -0.090; number 57, C, carries -0.152; number 58, C, carries -0.203; number 59, H, carries 0.108; number 60, C, carries -0.101; number 61, H, carries 0.106; number 62, H, carries 0.102; number 63, C, carries 0.070; number 64, C, carries -0.155; number 65, H, carries 0.102; number 66, C, carries -0.077; number 67, H, carries 0.102; number 68, H, carries 0.056; number 69, H, carries 0.106; number 70, H, carries 0.097; number 71, C, carries -0.178; number 72, C, carries -0.087; number 73, N, carries 0.033; number 74, C, carries -0.184; number 75, C, carries -0.085; number 76, H, carries 0.069; number 77, H, carries 0.117; number 78, H, carries 0.108; number 79, H, carries 0.103; number 80, H, carries 0.078; number 81, N, carries 0.050; number 82, C, carries -0.085; number 83, N, carries 0.064; number 84, C, carries -0.146; number 85, C, carries -0.157; number 86, H, carries 0.107; number 87, H, carries 0.104; number 88, C, carries -0.065; number 89, H, carries 0.100; number 90, H, carries 0.084; number 91, C, carries -0.072; number 92, H, carries 0.110; number 93, C, carries -0.186; number 94, C, carries -0.070; number 95, C, carries -0.083; number 96, H, carries 0.131; number 97, C, carries -0.067; number 98, H, carries 0.103; number 99, C, carries -0.072

Here is one molecule with the formula C3H4O2 at a distorted geometry from the Open Molecules 2025 dataset. Energies are from ωB97M-V/def2-TZVPD.

Its calculated total energy is -267.17173 a.u. The value obtained for the HOMO energy is -10.690 eV. The energy relative to the best compared isomer or geometry (same formula, charge and spin) comes out at 0.573 eV. As for the SMILES: O=C1CCO1.

```
! RIJCOSX wB97M-V def2-TZVPD def2/J DEFGRID3
* xyz 0 1
C 0.536 1.037 -0.017
C 1.407 -0.210 0.037
H 0.665 1.656 -0.952
H 1.857 -0.321 1.053
C -0.629 0.060 -0.025
O 0.185 -1.037 -0.044
O -1.827 0.039 0.030
H 0.613 1.700 0.830
H 2.114 -0.369 -0.793
*
```

Population analysis type Löwdin, resulting atomic charges in e: number 1, C, carries -0.056; number 2, C, carries -0.122; number 3, H, carries 0.138; number 4, H, carries 0.129; number 5, C, carries -0.479; number 6, O, carries 0.028; number 7, O, carries 0.129; number 8, H, carries 0.110; number 9, H, carries 0.123